Below is a cluster of 3 separate species, C6H18BrO8P2 in total at a distorted geometry, with properties calculated with ωB97M-V/def2-TZVPD.

- Relative energy (zero: lowest compared OMol25 entry of this formula, charge and spin): 0.0380 eV
- Orbital gap: 0.24152 Ha
- LUMO energy: 2.83 eV
- Charge: -1
- DFT total energy: -4098.30402 Ha

Atoms and positions in Å:
C: -0.80 5.16 4.18
H: -0.97 3.66 0.93
O: -2.32 2.38 5.08
O: 0.98 -2.44 -2.33
H: 1.75 -0.45 -2.38
H: 1.30 -1.13 -0.85
O: -0.39 -0.96 -4.04
H: -1.84 5.14 3.87
P: 0.02 -2.29 -3.59
H: 0.46 -0.29 3.26
H: -0.19 -5.02 -3.23
H: 0.40 3.67 2.09
H: -0.02 2.18 1.35
C: 1.78 -1.36 -1.79
C: -1.20 -4.62 -3.12
O: -0.28 3.91 4.60
O: -1.21 -3.20 -3.14
H: 2.81 -1.71 -1.68
H: 2.67 -3.09 -4.06
O: -0.09 1.38 4.36
C: -0.47 3.11 1.72
H: 2.29 -1.89 -5.22
O: -1.42 2.70 2.71
Br: -0.72 1.05 -1.27
H: -0.17 5.60 3.41
C: -0.41 0.13 3.76
P: -1.13 2.57 4.25
H: -0.76 -0.57 4.53
H: -0.73 5.81 5.06
H: -1.22 0.22 3.04
H: -1.55 -5.00 -2.16
O: 0.69 -3.17 -4.74
H: -1.86 -4.96 -3.92
C: 2.07 -2.93 -4.96
H: 2.53 -3.57 -5.71

Löwdin population analysis, charges in e, atoms 1 to 4: -0.12, 0.08, -0.24, -0.24

***

Below is a cluster of 3 separate species, C6H18Cl2O2P in total, with properties calculated with ωB97M-V/def2-TZVPD.

- Relative energy (zero: lowest compared OMol25 entry of this formula, charge and spin): 0.0000 eV
- Orbital gap: 0.29682 Ha
- LUMO energy: -4.55 eV
- Charge: +1
- DFT total energy: -1651.35604 Ha

Atoms and positions in Å:
H: -5.10 1.11 -1.55
O: 5.18 -1.80 0.59
H: -3.24 -0.15 -0.65
H: 3.19 -0.01 0.13
H: 5.26 0.03 -2.25
Cl: 0.93 -2.32 0.94
P: -0.74 -1.31 0.82
H: -4.03 2.51 -1.50
H: 6.24 -0.18 0.06
O: -2.89 0.55 -0.09
C: 5.16 -0.88 -1.65
H: 4.27 1.34 -0.25
H: -5.83 1.10 1.50
H: -0.74 -0.37 1.85
C: -4.98 0.51 1.15
C: -4.04 1.34 0.31
C: 4.19 0.40 0.29
H: -0.77 -0.67 -0.41
H: -3.63 2.15 0.91
H: -5.37 -0.33 0.57
H: 4.30 0.60 1.36
H: 4.33 -2.21 0.39
H: -5.57 2.55 -0.63
Cl: -2.29 -2.46 0.99
H: -4.47 0.11 2.03
H: 4.19 -1.34 -1.88
H: 5.93 -1.58 -1.95
C: -4.72 1.92 -0.91
C: 5.26 -0.59 -0.16

Löwdin population analysis, charges in e, atoms 1 to 4: 0.09, -0.05, 0.07, 0.05

***

Below is a structure of composition C6H18ClF2O6Sr at a distorted geometry, with properties calculated with ωB97M-V/def2-TZVPD.

- Relative energy (zero: lowest compared OMol25 entry of this formula, charge and spin): 0.2113 eV
- Orbital gap: 0.25359 Ha
- LUMO energy: 2.53 eV
- Charge: -1
- DFT total energy: -1381.66137 Ha

Atoms and positions in Å:
O: 11.57 -19.20 21.36
O: 13.21 -17.58 22.86
H: 14.10 -17.28 23.04
H: 11.80 -18.26 21.28
C: 7.89 -21.31 20.04
C: 8.26 -19.89 20.41
C: 14.87 -21.03 18.70
H: 13.41 -19.20 24.18
F: 12.00 -22.50 20.79
O: 9.06 -22.08 20.15
H: 14.78 -22.73 17.45
H: 11.78 -20.58 22.84
H: 12.99 -22.17 16.59
C: 11.79 -19.50 22.74
H: 13.90 -19.49 22.49
C: 13.17 -18.99 23.13
H: 8.78 -19.95 21.37
H: 7.32 -19.34 20.54
H: 14.40 -20.79 20.59
H: 8.80 -18.37 19.36
H: 7.10 -21.65 20.73
O: 9.11 -19.27 19.44
H: 7.45 -21.35 19.04
O: 14.15 -20.40 19.75
H: 11.07 -19.05 23.43
C: 14.10 -22.21 18.13
O: 12.93 -21.77 17.46
H: 8.98 -22.96 19.76
H: 15.05 -20.29 17.92
Cl: 9.60 -21.63 16.86
Sr: 11.21 -20.71 19.22
F: 11.71 -18.83 17.61
H: 13.92 -22.93 18.94
H: 15.85 -21.37 19.05

Löwdin population analysis, charges in e, atoms 1 to 4: -0.15, -0.07, 0.08, 0.10

***

Below is a structure of composition C6H18ClNbP, with properties calculated with ωB97M-V/def2-TZVPD.

- Orbital gap: 0.26010 Ha
- LUMO energy: 3.32 eV
- Charge: -1
- DFT total energy: -1097.74733 Ha

Atoms and positions in Å:
H: -0.92 -2.09 -0.22
H: -3.06 1.14 1.35
H: -4.00 1.39 -0.13
H: -2.10 3.09 0.11
Nb: 0.21 -0.66 0.27
H: -0.69 -0.35 1.82
H: -3.75 -1.24 -0.44
C: 1.92 -0.46 -1.19
Cl: 4.22 -2.29 1.28
C: 3.36 -0.97 -1.04
H: 0.85 0.92 1.01
H: 1.43 -0.96 -2.04
P: -1.71 0.77 -0.59
H: 3.42 -2.03 -1.30
H: -3.30 -1.25 1.25
C: -1.31 2.58 -0.46
H: 0.88 -1.62 1.64
H: 4.95 -0.32 0.32
C: 3.96 -0.77 0.35
H: -1.26 3.03 -1.45
H: 4.02 -0.45 -1.74
C: -3.28 0.73 0.36
H: -0.37 2.72 0.05
H: -4.90 -0.67 0.77
H: 3.29 -0.17 0.97
H: 1.98 0.61 -1.46
C: -3.84 -0.68 0.49

Löwdin population analysis, charges in e, atoms 1 to 4: -0.16, 0.06, 0.05, 0.01

***

Below is a cluster of 4 separate species, C6H18ClO7S3 in total at a distorted geometry, with properties calculated with ωB97M-V/def2-TZVPD.

- Relative energy (zero: lowest compared OMol25 entry of this formula, charge and spin): 0.9713 eV
- Orbital gap: 0.32426 Ha
- LUMO energy: 2.45 eV
- Charge: -1
- DFT total energy: -2420.52184 Ha

Atoms and positions in Å:
O: -4.80 0.83 4.73
H: -3.32 1.17 1.92
O: 1.16 -0.35 0.67
O: 6.02 -2.82 1.10
H: 1.77 2.34 -3.12
C: 0.68 2.28 -3.07
S: 5.95 -1.99 -0.21
S: -4.13 -0.27 3.82
O: -0.33 1.35 1.17
H: 7.44 -3.36 -1.54
H: 3.86 -1.02 0.52
H: 0.37 1.36 -2.57
H: 0.37 2.34 -4.11
O: 0.33 4.91 -3.15
C: 6.38 -3.13 -1.58
H: -1.85 2.45 -1.27
S: 0.04 3.76 -2.23
O: -0.84 -1.07 1.63
H: 3.91 -1.07 -1.07
H: -2.20 2.75 -2.96
C: -5.45 -1.52 3.62
H: 6.25 -2.82 -2.62
H: -5.32 -2.12 2.72
C: -1.75 3.18 -2.07
H: -5.46 -2.24 4.43
H: 5.76 -4.01 -1.40
Cl: -0.25 -0.08 0.74
H: -6.30 -0.86 3.43
H: 3.61 -2.66 -0.09
H: -3.68 -0.51 1.52
C: -4.04 0.37 2.05
H: -5.03 0.66 1.69
H: -2.40 4.05 -1.96
C: 4.17 -1.73 -0.24
O: -0.94 -0.17 -0.49

Löwdin population analysis, charges in e, atoms 1 to 4: -0.62, 0.05, -0.39, -0.60

***

Below is a structure of composition C6H18FO3Pb at a distorted geometry, with properties calculated with ωB97M-V/def2-TZVPD.

- Relative energy (zero: lowest compared OMol25 entry of this formula, charge and spin): 5.3794 eV
- Orbital gap: 0.09432 Ha
- LUMO energy: -9.09 eV
- Charge: +1
- DFT total energy: -757.25989 Ha

Atoms and positions in Å:
C: 3.15 0.22 0.70
H: -1.93 -0.44 6.57
H: -1.35 -1.37 4.55
H: -3.40 -1.23 5.99
H: -1.28 2.50 -6.60
H: 0.37 2.92 -6.01
H: 0.77 0.69 -5.29
C: 3.82 0.47 2.03
H: 4.25 1.46 2.08
H: -3.29 0.50 5.85
H: 4.63 -0.22 2.27
C: -0.27 2.14 -6.43
H: 3.79 0.45 -0.14
O: 2.78 -1.16 0.58
C: -2.02 -0.51 4.47
H: -0.71 0.07 -6.06
H: 2.30 0.91 0.70
O: -3.05 -0.84 3.61
Pb: -2.73 -6.45 -2.49
H: 0.20 1.87 -7.38
H: -0.94 0.52 -3.78
H: -2.70 -1.22 2.80
C: -0.28 0.91 -5.51
H: 1.86 -1.15 0.30
C: -2.70 -0.42 5.80
O: -1.06 1.28 -4.36
H: 3.04 0.35 2.78
F: -1.84 -2.62 -1.33
H: -1.44 0.39 4.29

Löwdin population analysis, charges in e, atoms 1 to 4: -0.33, 0.08, 0.11, 0.08